Record 1
Below is a cluster of 9 separate species, C25H60BN2O15S3 in total, with properties calculated with ωB97M-V/def2-TZVPD.

Each line ends with the Löwdin charge.
Geometry (Å):
C 6.185 -3.515 2.119  -0.05
C 5.203 -4.398 1.391  -0.33
C 5.111 -5.877 1.698  -0.04
C 4.396 -3.885 0.439  -0.10
C 2.915 -4.220 0.313  -0.19
C 2.184 -3.004 -0.271  -0.19
C 0.920 -2.615 0.509  -0.37
C -0.127 -3.700 0.248  -0.05
C 0.422 -1.260 -0.050  -0.13
C 0.235 -0.178 1.016  -0.08
N 1.456 0.637 1.196  -0.06
C 2.508 0.053 1.668  -0.30
S 3.874 1.069 1.888  1.14
C 3.107 2.220 0.630  -0.34
B 3.640 1.598 -0.766  -0.65
N 2.823 1.458 -1.961  0.17
O 4.954 1.182 -0.816  0.11
C 1.636 2.081 0.977  -0.64
C 1.160 2.757 2.282  -0.18
C 1.518 4.257 2.358  -0.20
C 0.315 5.165 2.562  -0.16
C -0.350 4.977 3.928  -0.18
O -0.439 6.227 4.626  -0.04
C 0.063 6.184 5.887  -0.33
O 1.211 6.468 6.142  0.10
S 0.659 2.993 -0.304  1.08
C -0.087 1.913 -1.543  -0.34
C -1.596 1.813 -1.317  -0.50
O -2.162 2.371 -0.392  0.09
O -2.299 1.045 -2.204  0.01
C -2.709 -0.206 -1.661  -0.11
C -4.202 -0.253 -1.359  -0.30
C -4.505 -0.055 0.122  -0.02
O -4.731 -1.530 -1.757  0.01
C -5.880 -1.470 -2.480  -0.54
O -6.044 -0.752 -3.445  0.11
C -6.953 -2.423 -1.995  -0.41
S -7.431 -3.582 -3.331  0.78
H 6.690 -4.093 2.886  0.07
H 5.655 -2.698 2.594  0.06
H 6.907 -3.062 1.440  0.08
H 4.112 -6.122 2.061  0.08
H 5.236 -6.393 0.756  0.08
H 5.869 -6.203 2.399  0.07
H 4.765 -3.194 -0.310  0.11
H 2.524 -4.489 1.289  0.11
H 2.748 -5.089 -0.328  0.12
H 2.866 -2.152 -0.220  0.09
H 1.955 -3.162 -1.322  0.13
H 1.139 -2.600 1.576  0.13
H -0.978 -3.620 0.919  0.09
H 0.295 -4.688 0.398  0.08
H -0.459 -3.662 -0.785  0.09
H -0.512 -1.439 -0.567  0.09
H 1.153 -0.899 -0.769  0.11
H -0.618 0.473 0.864  0.12
H 0.046 -0.672 1.965  0.14
H 2.582 -0.986 1.943  0.12
H 3.466 3.216 0.860  0.11
H 3.100 2.215 -2.588  0.07
H 3.175 0.626 -2.433  0.10
H 5.572 1.918 -0.814  0.12
H 1.630 2.234 3.111  0.11
H 0.080 2.685 2.321  0.12
H 2.189 4.430 3.196  0.13
H 2.060 4.598 1.478  0.09
H -0.416 5.118 1.762  0.11
H 0.691 6.185 2.563  0.13
H -1.374 4.661 3.736  0.13
H 0.106 4.178 4.505  0.10
H -0.609 5.909 6.712  0.15
H 0.404 0.960 -1.673  0.07
H 0.039 2.448 -2.486  0.07
H -2.166 -0.455 -0.753  0.10
H -2.503 -0.986 -2.388  0.14
H -4.669 0.573 -1.886  0.15
H -4.509 1.016 0.310  0.09
H -3.791 -0.551 0.764  0.07
H -5.503 -0.398 0.360  0.08
H -7.829 -1.869 -1.686  0.09
H -6.605 -3.021 -1.163  0.06
H -6.309 -3.655 -4.058  -0.14
O -7.605 -5.410 -0.154  -0.07
H -7.640 -4.984 -1.016  -0.04
H -7.401 -6.328 -0.356  0.04
O -0.198 2.680 6.496  -0.05
H 0.157 3.520 6.804  0.02
H -0.893 2.477 7.129  0.05
O -4.600 -5.964 -3.211  -0.06
H -4.200 -6.157 -4.064  0.04
H -4.618 -5.004 -3.166  0.00
O -0.065 2.930 -4.914  -0.05
H -0.483 3.693 -5.324  0.05
H -0.528 2.181 -5.310  0.02
O 2.486 4.332 -3.587  -0.04
H 1.850 4.574 -2.906  0.03
H 1.940 4.130 -4.357  0.03
O -1.431 1.553 -7.307  -0.04
H -1.494 1.967 -8.173  0.05
H -1.437 0.609 -7.494  0.05
O -4.860 -0.809 2.917  -0.06
H -4.651 0.030 3.341  0.04
H -5.686 -1.080 3.331  0.05
O 5.502 3.239 -3.519  -0.05
H 6.063 3.647 -4.184  0.04
H 4.607 3.343 -3.863  0.00

- net charge = +1
- gap between HOMO and LUMO (eV) = 6.53
- max |F| (hartree/bohr) = 0.04334
- total energy (a.u.) = -3445.827612
- LUMO (eV) = -3.53
- 2S+1 = 1

=====

Record 2
Below is a cluster of 7 separate species, C25H60F12N4O6P3 in total, with properties calculated with ωB97M-V/def2-TZVPD.

Each line ends with the Löwdin charge.
Geometry (Å):
N -3.751 -7.562 -17.233  0.36
H -2.907 -7.866 -17.698  0.16
H -4.003 -6.795 -17.839  0.15
H -3.586 -7.310 -16.268  0.16
H -4.454 -8.255 -17.445  0.16
N -5.894 -12.708 -18.148  -0.76
O -5.899 -12.165 -17.095  -0.07
O -6.192 -12.130 -19.134  -0.06
O -5.542 -13.901 -18.255  -0.10
N 0.387 -11.128 -19.629  -0.71
O -0.228 -12.173 -20.035  -0.11
O -0.197 -10.097 -19.724  -0.09
O 1.482 -11.168 -19.088  -0.09
C -2.015 2.427 -13.041  -0.10
C -1.963 1.143 -12.228  -0.26
C -3.041 1.021 -11.159  -0.27
C -3.365 -0.373 -10.735  -0.30
P -4.418 -0.500 -9.304  1.07
C -5.862 0.631 -9.572  -0.23
C -6.946 0.462 -8.430  -0.24
C -8.176 1.331 -8.711  -0.30
C -9.045 0.864 -9.833  -0.11
C -5.101 -2.340 -9.057  -0.20
C -6.185 -2.702 -10.044  -0.27
C -6.352 -4.224 -10.288  -0.24
C -7.508 -4.418 -11.264  -0.11
C -3.387 0.027 -7.922  -0.30
C -2.306 -0.878 -7.452  -0.25
C -1.896 -0.516 -6.043  -0.24
C -1.205 0.861 -5.848  -0.10
H -1.752 3.236 -12.359  0.07
H -3.017 2.595 -13.437  0.08
H -1.224 2.390 -13.790  0.08
H -0.989 1.125 -11.739  0.11
H -1.946 0.314 -12.935  0.12
H -4.021 1.425 -11.411  0.10
H -2.795 1.675 -10.323  0.11
H -2.439 -0.868 -10.442  0.11
H -3.718 -0.942 -11.595  0.12
H -6.286 0.425 -10.555  0.10
H -5.647 1.698 -9.507  0.10
H -6.670 0.822 -7.439  0.11
H -7.319 -0.552 -8.290  0.09
H -7.853 2.363 -8.844  0.11
H -8.873 1.375 -7.873  0.11
H -9.884 1.555 -9.745  0.08
H -9.357 -0.161 -9.632  0.09
H -8.582 1.101 -10.791  0.08
H -5.620 -2.306 -8.098  0.09
H -4.163 -2.894 -9.060  0.10
H -5.978 -2.163 -10.968  0.11
H -7.115 -2.337 -9.609  0.10
H -6.442 -4.783 -9.357  0.11
H -5.473 -4.682 -10.742  0.12
H -7.733 -5.466 -11.462  0.08
H -7.371 -3.887 -12.205  0.08
H -8.415 -3.990 -10.837  0.07
H -4.143 0.175 -7.151  0.10
H -3.033 1.041 -8.106  0.10
H -1.440 -0.951 -8.110  0.13
H -2.737 -1.879 -7.447  0.11
H -1.335 -1.244 -5.457  0.12
H -2.837 -0.412 -5.503  0.10
H -1.754 1.764 -6.117  0.06
H -0.196 0.968 -6.246  0.07
H -1.022 0.930 -4.776  0.07
C 2.766 -3.764 -24.815  -0.11
C 3.444 -4.447 -23.630  -0.24
C 3.120 -3.740 -22.293  -0.18
C 3.830 -4.345 -21.066  -0.09
N 3.749 -3.527 -19.750  -0.25
C 4.561 -2.221 -19.832  -0.13
C 4.874 -1.804 -18.436  -0.19
C 5.009 -3.094 -17.651  -0.13
C 4.605 -4.256 -18.651  -0.04
C 2.348 -3.240 -19.231  0.06
H 3.209 -3.973 -25.789  0.07
H 2.865 -2.685 -24.701  0.07
H 1.703 -3.997 -24.878  0.08
H 4.507 -4.466 -23.870  0.11
H 2.974 -5.424 -23.524  0.12
H 2.033 -3.827 -22.277  0.12
H 3.215 -2.654 -22.269  0.10
H 4.894 -4.554 -21.184  0.13
H 3.428 -5.299 -20.725  0.14
H 3.880 -1.514 -20.305  0.12
H 5.437 -2.258 -20.479  0.14
H 4.108 -1.157 -18.008  0.12
H 5.742 -1.144 -18.428  0.12
H 4.467 -3.140 -16.706  0.12
H 6.033 -3.073 -17.278  0.11
H 4.030 -5.083 -18.235  0.14
H 5.512 -4.631 -19.123  0.13
H 2.495 -2.860 -18.220  0.11
H 1.800 -4.180 -19.299  0.12
H 1.928 -2.467 -19.874  0.11
P -4.982 -1.909 -18.776  0.14
F -5.879 -3.321 -18.828  -0.22
F -4.439 -2.609 -17.470  -0.18
F -3.954 -2.679 -19.672  -0.16
F -3.930 -0.689 -18.825  -0.18
F -5.649 -1.208 -20.076  -0.17
F -6.038 -1.068 -17.739  -0.23
P 0.174 -6.489 -12.122  0.15
F 0.261 -7.171 -13.609  -0.21
F -1.394 -6.216 -12.564  -0.22
F -0.191 -7.874 -11.403  -0.15
F -0.045 -5.636 -10.738  -0.20
F 1.759 -6.674 -11.779  -0.19
F 0.654 -5.214 -12.948  -0.19

- net charge = -1
- energy above the lowest of the compared OMol25 structures with the same formula, charge and spin (eV) = 9.340
- gap between HOMO and LUMO (eV) = 3.65
- max |F| (hartree/bohr) = 0.11172
- total energy (a.u.) = -3881.439978
- LUMO (eV) = 0.31
- 2S+1 = 1

=====

Record 3
Below is a structure of composition C25H60GaO19S5, with properties calculated with ωB97M-V/def2-TZVPD.

Each line ends with the Löwdin charge.
Geometry (Å):
C 5.088 -2.484 0.626  0.01
C 4.401 -1.541 -0.322  -0.56
O 4.388 -1.706 -1.523  0.07
O 3.833 -0.522 0.335  -0.02
C 3.138 0.460 -0.465  -0.17
C 1.633 0.231 -0.406  -0.28
C 0.987 -0.496 -1.596  -0.29
Ga 0.830 -2.533 -1.384  0.35
C -1.087 -3.246 -1.379  -0.31
C -1.959 -2.825 -0.199  -0.30
C -2.298 -1.332 -0.231  -0.18
C -1.404 -0.528 0.695  -0.17
O -1.920 -0.637 2.050  -0.03
C -1.035 -1.009 2.982  -0.34
O 0.079 -0.544 3.138  0.05
H 5.841 -1.965 1.211  0.08
H 5.523 -3.301 0.071  0.06
H 4.358 -2.884 1.325  0.09
H 3.535 0.530 -1.470  0.12
H 3.330 1.410 0.026  0.09
H 1.442 -0.271 0.540  0.07
H 1.185 1.226 -0.321  0.10
H -0.004 -0.073 -1.744  0.01
H 1.547 -0.276 -2.503  0.04
H 1.630 -3.018 -0.046  -0.05
H 1.587 -3.218 -2.655  -0.08
H -1.576 -3.015 -2.325  0.03
H -0.997 -4.335 -1.347  0.03
H -2.904 -3.378 -0.223  0.09
H -1.488 -3.096 0.747  0.09
H -2.218 -0.933 -1.238  0.10
H -3.321 -1.165 0.107  0.09
H -0.413 -0.969 0.677  0.07
H -1.308 0.511 0.396  0.12
H -1.415 -1.794 3.647  0.14
O -5.766 2.026 -1.393  -0.28
S -6.051 1.512 -0.088  0.57
O -5.758 0.152 0.228  -0.26
O -7.585 1.806 0.243  -0.27
C -8.559 1.390 -0.733  -0.26
C -8.852 -0.096 -0.659  -0.07
C -5.343 2.561 1.133  -0.13
H -8.225 1.683 -1.730  0.11
H -9.454 1.966 -0.504  0.12
H -7.991 -0.685 -0.971  0.07
H -9.691 -0.342 -1.310  0.08
H -9.098 -0.386 0.362  0.08
H -5.619 3.589 0.915  0.08
H -4.264 2.433 1.071  0.08
H -5.705 2.252 2.109  0.08
O 3.965 4.148 6.153  -0.27
S 4.309 4.552 4.824  0.57
O 3.338 5.227 4.013  -0.29
O 4.893 3.316 4.036  -0.26
C 4.110 2.090 4.016  -0.23
C 2.993 2.125 2.998  -0.05
C 5.785 5.510 4.859  -0.12
H 3.739 1.883 5.020  0.11
H 4.823 1.308 3.763  0.12
H 2.217 2.840 3.272  0.08
H 2.534 1.139 2.915  0.09
H 3.378 2.415 2.022  0.07
H 6.534 4.972 5.432  0.07
H 5.543 6.455 5.339  0.07
H 6.117 5.677 3.838  0.07
O -0.950 7.415 1.578  -0.29
S -0.312 6.374 2.331  0.57
O -0.069 5.104 1.725  -0.27
O -1.144 6.151 3.676  -0.26
C -2.562 5.944 3.546  -0.26
C -2.900 4.525 3.131  -0.07
C 1.164 6.968 3.071  -0.13
H -2.977 6.674 2.850  0.11
H -2.972 6.159 4.532  0.12
H -2.572 4.322 2.112  0.07
H -3.979 4.370 3.186  0.07
H -2.406 3.805 3.784  0.09
H 0.946 7.907 3.573  0.08
H 1.886 7.121 2.273  0.08
H 1.535 6.224 3.770  0.04
O -1.617 0.596 -3.675  -0.26
S -2.552 -0.027 -4.556  0.56
O -2.717 -1.445 -4.567  -0.27
O -2.250 0.467 -6.044  -0.27
C -0.885 0.338 -6.495  -0.26
C -0.543 -1.082 -6.901  -0.07
C -4.126 0.732 -4.361  -0.12
H -0.209 0.701 -5.720  0.11
H -0.804 1.010 -7.347  0.12
H -0.532 -1.748 -6.039  0.08
H 0.444 -1.108 -7.364  0.08
H -1.278 -1.465 -7.609  0.08
H -4.002 1.810 -4.408  0.07
H -4.500 0.440 -3.381  0.06
H -4.795 0.379 -5.141  0.07
O 3.901 -8.264 -3.289  -0.28
S 3.967 -8.590 -1.897  0.55
O 2.777 -8.912 -1.174  -0.28
O 4.781 -7.471 -1.133  -0.27
C 4.389 -6.075 -1.303  -0.23
C 3.196 -5.683 -0.463  -0.08
C 5.135 -9.890 -1.664  -0.13
H 4.216 -5.869 -2.359  0.12
H 5.268 -5.511 -0.999  0.11
H 2.287 -6.167 -0.818  0.08
H 3.038 -4.607 -0.516  0.01
H 3.341 -5.975 0.579  0.09
H 6.058 -9.626 -2.171  0.07
H 4.704 -10.789 -2.098  0.07
H 5.297 -10.025 -0.598  0.07

- net charge = -1
- gap between HOMO and LUMO (eV) = 6.13
- max |F| (hartree/bohr) = 0.03101
- total energy (a.u.) = -6333.779404
- LUMO (eV) = 1.77
- 2S+1 = 1